No. 1
# C4H9O2S

A cluster of 2 separate species, C4H9O2S in total (ωB97M-V/def2-TZVPD, the OMol25 dataset).

Structure (XYZ):
```
16
Properties=species:S:1:pos:R:3:nbo_charge:R:1
C 3.39846 -0.43293 -0.88268 -0.74
C 2.00101 0.21627 -0.99121 0.76
O 1.16685 -0.46895 -0.45520 -0.79
O 1.87761 1.11747 -1.84076 -0.79
H 4.08256 0.39993 -0.59431 0.20
H 3.51030 -1.10051 -1.77910 0.21
H 3.47939 -1.13760 0.10349 0.17
C -0.66998 0.23113 1.50963 -0.78
C -2.61184 -0.62608 -0.25401 -0.78
S -2.45864 0.15043 1.33128 0.14
H -0.30611 -0.10185 2.50250 0.21
H -0.13456 -0.54792 0.93445 0.30
H -0.32500 1.12036 1.12727 0.22
H -1.79434 -1.40588 -0.23566 0.25
H -2.73489 0.11774 -1.20034 0.22
H -3.50071 -1.26968 -0.08150 0.21
```

Calculated values
Net charge = -1
E_HOMO = -4.090 eV
Energy above the lowest of the compared OMol25 structures with the same formula, charge and spin = 191.3 kJ/mol

---

No. 2
# C4H9O2S

A cluster of 2 separate species, C4H9O2S in total (ωB97M-V/def2-TZVPD, the OMol25 dataset).

Structure (XYZ):
```
16
Properties=species:S:1:pos:R:3:nbo_charge:R:1
O 1.48332 1.68282 -0.98194 -0.75
C 0.52337 1.81211 -1.78267 0.63
O -0.69169 1.32970 -1.72534 -0.81
H 0.66693 2.50667 -2.56070 0.04
H -1.44699 0.86591 -0.34985 0.24
C -0.33396 -1.93411 0.22904 -0.61
C 0.55408 -0.69748 0.45220 -0.46
C -0.00950 0.36967 1.35868 -0.46
S -1.82031 0.67119 0.97094 -0.26
H -0.82775 -2.24787 1.16521 0.19
H 0.25394 -2.78833 -0.16485 0.18
H -0.95439 -1.70624 -0.62481 0.22
H 1.49830 -1.13718 0.76720 0.18
H 0.70867 -0.11717 -0.47838 0.27
H 0.47134 1.34908 1.32700 0.23
H -0.07536 0.04125 2.39827 0.18
```

Calculated values
Net charge = -1
E_HOMO = -4.372 eV
Energy above the lowest of the compared OMol25 structures with the same formula, charge and spin = 88.6 kJ/mol

---

No. 3
# C4H9O3

A cluster of 2 separate species, C4H9O3 in total (ωB97M-V/def2-TZVPD, the OMol25 dataset).

Structure (XYZ):
```
16
Properties=species:S:1:pos:R:3:nbo_charge:R:1
C 0.56133 -2.82081 -0.62226 -0.74
C -0.34866 -2.30540 0.53121 0.78
O -0.70535 -1.10525 0.45607 -0.84
O -0.57415 -3.12671 1.43311 -0.76
H 0.71337 -3.90476 -0.55347 0.19
H 1.51370 -2.29289 -0.56538 0.20
H 0.16485 -2.64194 -1.62780 0.19
C -0.35981 1.81873 -0.39976 -0.07
C 0.55072 2.65884 0.47006 -0.63
O -1.53270 1.50707 0.36336 -0.78
H -0.70000 2.34434 -1.29959 0.13
H 0.03090 0.84069 -0.71526 0.20
H -0.02456 3.49823 0.83345 0.20
H -1.60088 0.53124 0.41741 0.53
H 1.46282 2.92344 -0.06225 0.19
H 0.84842 2.07520 1.34110 0.21
```

Calculated values
Net charge = -1
E_HOMO = -4.357 eV
Energy above the lowest of the compared OMol25 structures with the same formula, charge and spin = 39.8 kJ/mol